No. 1
This record from OMol25 describes a structure of composition C25H29AuBrGeN4O4 at a distorted geometry. The level of theory is ωB97M-V/def2-TZVPD.

Values from the calculation:
2S+1: 3
Charge: -1
Highest occupied orbital energy (spin up / spin down) in eV: -2.881 / -5.233
E in a.u.: -6276.5781
E_LUMO (spin up / spin down) in eV: 2.0 / 2.0

Each line ends with the natural charge from an NBO analysis.
Atoms and positions in Å:
Au -0.8468 -1.1658 -0.0827  1.0177
O -1.7426 1.1744 3.5385  -0.7054
C -2.8896 0.6345 3.0873  0.4026
C -4.0327 1.4336 3.1572  -0.2932
C -5.2486 0.9915 2.6822  -0.2141
C -5.3530 -0.2691 2.1192  -0.2714
C -4.2373 -1.0825 2.0944  -0.1723
C -3.0080 -0.6645 2.5896  -0.1476
C -1.9339 -1.7442 2.5952  0.2432
O -1.7269 -2.3030 1.3800  -0.8551
N -0.6699 -1.3809 3.2922  -0.4672
N 0.2502 -0.6448 2.5941  -0.2334
C 1.4083 -1.1982 2.4529  -0.0123
C 2.5789 -0.6588 1.8683  -0.0812
Br 2.5798 1.2045 1.5176  0.0927
C 3.5944 -1.5041 1.5176  -0.2437
C 4.8723 -1.3186 0.8883  0.0198
C 5.6841 -0.1797 1.0126  -0.2154
C 6.9280 -0.1403 0.4131  -0.2126
C 7.4022 -1.2140 -0.3261  -0.2187
C 6.6026 -2.3383 -0.4758  -0.2157
C 5.3680 -2.3962 0.1280  -0.2122
H -0.9957 0.6132 3.2648  0.5113
H -3.9313 2.4139 3.5967  0.2095
H -6.1110 1.6401 2.7249  0.1998
H -6.2934 -0.6176 1.7134  0.2030
H -4.2903 -2.0786 1.6794  0.2213
H -2.3344 -2.5377 3.2657  0.1477
H -0.2438 -2.2619 3.6074  0.3333
H 1.5388 -2.2337 2.8050  0.1569
H 3.3559 -2.5529 1.6844  0.2109
H 5.3518 0.6604 1.6062  0.2273
H 7.5494 0.7373 0.5295  0.2076
H 8.3847 -1.1828 -0.7763  0.2061
H 6.9525 -3.1754 -1.0635  0.2084
H 4.7467 -3.2746 0.0022  0.2125
C -4.2525 0.3176 -1.1783  -1.0822
Ge -2.7526 1.5884 -0.8578  1.5422
C -2.1543 2.2049 -2.6839  -1.0696
C -3.4317 3.2353 0.0568  -1.0756
C -1.4719 0.7650 0.2991  -0.9537
H -4.9350 0.7060 -1.9311  0.2065
H -4.8027 0.1527 -0.2573  0.2328
H -3.8668 -0.6425 -1.5150  0.2291
H -2.8577 2.9382 -3.0715  0.2090
H -2.1022 1.3746 -3.3814  0.2150
H -1.1782 2.6653 -2.6106  0.2342
H -4.2600 3.6812 -0.4892  0.2054
H -2.6401 3.9752 0.1418  0.2167
H -3.7814 2.9863 1.0536  0.2284
H -0.7607 1.3695 0.8419  0.1566
C 2.1127 1.7943 -3.8154  -0.4093
N 1.3012 0.6517 -3.4744  -0.4377
C 1.2479 -0.4311 -4.2843  0.0743
C 0.6740 -1.5901 -3.9081  -0.3902
C 0.1402 -1.6714 -2.5711  0.6042
O -0.3412 -2.6833 -2.0493  -0.6732
N 0.1596 -0.5399 -1.8259  -0.6952
C 0.6998 0.6302 -2.1896  0.7798
O 0.7058 1.6381 -1.5157  -0.6546
H 1.9764 2.0621 -4.8617  0.1892
H 3.1658 1.5740 -3.6264  0.1872
H 1.8132 2.6169 -3.1679  0.2542
H 1.7005 -0.3029 -5.2596  0.1946
H 0.6328 -2.4499 -4.5539  0.2218



No. 2
This record from OMol25 describes a structure of composition C25H29BCl51F3INO6 at a distorted geometry. The level of theory is ωB97M-V/def2-TZVPD.

Values from the calculation:
Highest occupied orbital energy in eV: -9.326
E in a.u.: -25568.0958
E_LUMO in eV: -0.3

Each line ends with the Löwdin charge.
Atoms and positions in Å:
C 4.3637 -0.6630 -0.6837  -0.0769
N 3.2359 -0.0873 -1.4576  -0.0996
C 3.7979 0.7736 -2.5507  -0.0617
B 2.4793 -1.1021 -2.1852  -0.5389
O 3.1075 -1.9897 -3.0404  0.1794
C 0.8746 -1.2514 -2.0796  -0.3576
O 0.1808 -1.1318 -3.2954  0.0435
O 0.6398 -2.6767 -1.7342  -0.0254
C -0.6963 -2.6856 -1.3993  -0.5995
O -1.4185 -3.6151 -1.4916  0.1443
O -1.0776 -1.4360 -0.9663  -0.0005
C 0.1133 -0.6789 -0.8978  -0.5506
I 1.0985 -1.4019 0.9761  1.1092
C 0.0030 0.8373 -0.6707  -0.1200
C 0.2194 1.7794 -1.8564  -0.1990
O 0.1516 3.1029 -1.3266  -0.1444
C -0.8959 1.7217 -2.9417  -0.5137
F -1.5030 2.9202 -3.0929  0.1328
F -0.3818 1.4175 -4.1562  0.1107
F -1.8625 0.8468 -2.6244  0.1642
H 5.2547 -0.0485 -0.7922  0.0752
H 4.1016 -0.6823 0.3730  0.0469
H 4.6277 -1.6800 -0.9852  0.0928
H 4.7277 0.3720 -2.9499  0.0888
H 3.9139 1.7880 -2.1718  0.0877
H 3.0691 0.8317 -3.3691  0.0856
H 2.9436 -1.8031 -3.9725  0.1221
H 0.4605 -1.8899 -3.8285  0.1209
H -0.9667 1.0457 -0.2168  0.1380
H 0.7473 1.0918 0.0723  0.0321
H 1.2014 1.6714 -2.3136  0.1428
H 0.9985 3.3246 -0.9201  0.0433
C -0.2310 5.7774 -1.9383  -1.4843
Cl -0.9256 5.7793 -0.3231  0.5485
Cl -0.5030 7.3217 -2.7401  0.5201
Cl 1.5012 5.4100 -1.8702  0.5913
H -0.7208 5.0016 -2.5139  -0.0054
C 4.6258 7.1886 -0.8989  -1.5618
Cl 3.8029 7.7923 0.5366  0.5355
Cl 6.2041 7.9567 -1.0856  0.4975
Cl 4.7664 5.4298 -0.8393  0.4866
H 4.0283 7.4462 -1.7633  -0.0522
C 2.1204 -5.8606 1.5064  -1.5589
Cl 3.3553 -5.1771 2.5691  0.5207
Cl 1.6439 -4.6967 0.2766  0.5422
Cl 2.6854 -7.3708 0.7789  0.5249
H 1.2507 -6.0950 2.1098  -0.0854
C -4.2440 5.2414 1.7428  -1.5322
Cl -2.9946 5.9419 2.7741  0.5180
Cl -4.6733 6.3582 0.4507  0.5126
Cl -3.7225 3.6961 1.0643  0.4927
H -5.1236 5.0643 2.3470  0.0152
C 0.9019 -8.8940 3.9190  -1.5124
Cl 0.0540 -9.9239 5.0672  0.4882
Cl 0.0834 -7.3319 3.7715  0.5812
Cl 2.5839 -8.6694 4.4009  0.5261
H 0.8886 -9.3739 2.9492  0.0127
C -2.9233 7.9705 -5.9925  -1.5522
Cl -2.2688 6.4221 -5.4636  0.5052
Cl -3.7573 8.7810 -4.6663  0.5217
Cl -1.6461 8.9966 -6.6487  0.5232
H -3.6421 7.7830 -6.7785  0.0101
C -3.0139 -1.0942 3.1832  -1.5630
Cl -3.7288 -1.2491 4.7891  0.5298
Cl -3.0029 0.5954 2.6517  0.5158
Cl -1.3774 -1.7485 3.1307  0.4621
H -3.6213 -1.6557 2.4859  -0.1131
C 0.7233 -9.5795 9.3772  -1.5150
Cl 1.6401 -9.6079 7.8767  0.5192
Cl -0.6782 -8.5128 9.2276  0.5346
Cl 0.2129 -11.2085 9.8337  0.5528
H 1.3593 -9.1945 10.1632  0.0134
C -7.6399 5.0491 -2.2285  -1.5543
Cl -8.3842 4.9622 -0.6298  0.5177
Cl -7.6682 6.7042 -2.8407  0.5194
Cl -5.9939 4.4260 -2.1868  0.5081
H -8.2194 4.4319 -2.9016  0.0094
C 3.1013 10.8218 -2.7375  -1.5261
Cl 1.8053 11.6469 -1.8742  0.5368
Cl 4.5442 10.6879 -1.7309  0.5261
Cl 2.5584 9.2349 -3.2952  0.5332
H 3.3534 11.4100 -3.6095  0.0113
C 0.3332 2.7084 3.5320  -1.5261
Cl 1.5078 3.5066 4.5784  0.5424
Cl -0.2227 3.7663 2.2384  0.5006
Cl 0.9921 1.2512 2.7844  0.4542
H -0.5224 2.4261 4.1328  0.0098
C -1.2558 -0.0796 -6.6996  -1.5401
Cl 0.3591 -0.5659 -7.2365  0.5368
Cl -2.2394 0.4098 -8.0792  0.5457
Cl -2.0281 -1.3803 -5.8029  0.5708
H -1.1457 0.7691 -6.0381  -0.0156
C -5.1513 -3.6628 0.6780  -1.5039
Cl -4.8584 -5.3965 0.7977  0.5460
Cl -5.8422 -3.0408 2.1839  0.5525
Cl -3.6698 -2.8053 0.2668  0.6396
H -5.8689 -3.4955 -0.1138  0.0148
C -3.1599 -11.2188 8.2900  -1.5775
Cl -2.3129 -11.3125 6.7458  0.4995
Cl -4.5242 -10.1054 8.1885  0.5292
Cl -3.6886 -12.8173 8.8151  0.5310
H -2.4668 -10.8348 9.0266  -0.0634
C -1.1388 -4.9443 11.0726  -1.5692
Cl -1.9597 -5.1721 12.6166  0.5248
Cl -1.2543 -3.2679 10.5407  0.5288
Cl 0.5461 -5.4548 11.1768  0.5081
H -1.6309 -5.5656 10.3359  -0.0062
C 8.2493 3.2554 -0.7817  -1.5454
Cl 7.5358 2.4876 -2.2052  0.5134
Cl 8.0113 4.9971 -0.8300  0.5011
Cl 7.5743 2.5723 0.6994  0.5239
H 9.3117 3.0527 -0.7912  0.0110
C -0.4037 -2.4890 -10.5292  -1.5742
Cl 1.1966 -2.9635 -11.1021  0.5218
Cl -1.4120 -1.9405 -11.8683  0.5223
Cl -1.1780 -3.8125 -9.6597  0.5203
H -0.2823 -1.6631 -9.8403  -0.0468



No. 3
This record from OMol25 describes a structure of composition C25H29BN8O3S8SbTc. The level of theory is ωB97M-V/def2-TZVPD.

Values from the calculation:
Charge: +2
Highest occupied orbital energy (spin up / spin down) in eV: -12.305 / -12.305
E in a.u.: -5164.8539
E_LUMO (spin up / spin down) in eV: -6.5 / -6.5

Each line ends with the Löwdin charge.
Atoms and positions in Å:
Tc -0.0822 -0.5968 0.1048  0.4108
N -3.4543 -6.3183 -4.3134  0.1417
C -3.4106 -5.1318 -3.6652  -0.3006
C -4.1574 -4.9291 -2.4926  -0.0035
C -4.1161 -3.7196 -1.8382  -0.0461
C -3.3089 -2.6884 -2.3303  -0.3120
C -2.5593 -2.8774 -3.4852  -0.1221
C -2.6125 -4.0814 -4.1485  -0.0306
S -3.3273 -1.1901 -1.4717  0.6397
O -4.6072 -1.0004 -0.8637  -0.2521
O -2.8900 -0.1486 -2.4230  -0.4438
N -2.1893 -1.1558 -0.3072  -0.2372
C -2.3985 -1.7374 0.9188  -0.4920
N -3.4521 -2.4412 1.2831  0.1645
C -3.4450 -2.8758 2.5364  -0.0659
C -2.4004 -2.6361 3.4238  -0.0120
C -1.3076 -1.9532 2.9318  -0.0810
N -1.3013 -1.5154 1.6730  -0.0447
H -4.1054 -7.0290 -4.0321  0.1116
H -3.0095 -6.4348 -5.2057  0.1103
H -4.7865 -5.7238 -2.1171  0.1206
H -4.7132 -3.5582 -0.9550  0.1097
H -1.9560 -2.0724 -3.8793  0.0948
H -2.0469 -4.2208 -5.0595  0.1193
H -4.3095 -3.4480 2.8470  0.1274
H -2.4291 -2.9907 4.4416  0.1149
H -0.4293 -1.7578 3.5291  0.1031
C 1.2067 4.0475 -0.3841  0.0136
N 1.4423 3.3326 0.8704  -0.0529
C 2.5343 3.5815 1.6806  0.0100
C 2.4181 2.7963 2.7769  0.0032
N 1.2653 2.0650 2.6461  -0.0012
B 0.5983 1.0977 3.6777  -0.4197
N 1.4680 -0.1726 3.8902  -0.0047
C 1.6756 -0.7218 5.1330  -0.0295
C 2.3107 -1.9079 4.9708  -0.0102
N 2.4740 -2.0873 3.6194  -0.1096
C 3.1172 -3.2367 2.9992  -0.0031
C 1.9523 -1.0259 2.9781  -0.6480
S 2.0548 -0.8129 1.2610  0.5750
C 0.7041 2.4106 1.4970  -0.4838
S -0.8155 1.6222 1.0534  0.9864
H 2.0780 4.6715 -0.5558  0.1073
H 0.3224 4.6730 -0.2930  0.0998
H 1.0954 3.3420 -1.2025  0.0567
H 3.2808 4.2969 1.3928  0.1393
H 3.0529 2.6946 3.6358  0.1444
H 0.4734 1.6490 4.7284  0.0964
H -0.4619 0.7667 3.2003  0.0430
H 1.3587 -0.2139 6.0229  0.1320
H 2.6688 -2.6247 5.6843  0.1358
H 3.1393 -4.0445 3.7262  0.1034
H 4.1333 -2.9847 2.6998  0.1059
H 2.5380 -3.5420 2.1284  0.0720
S 0.5920 -3.1429 -2.6929  0.0431
Sb 2.6867 -2.7015 -1.6049  0.6699
S 0.4978 -2.8064 -0.6106  -0.0355
S 1.0224 0.4961 -1.4077  0.0567
S 2.7739 -0.3329 -2.1133  -0.0361
C -3.6978 2.1052 -0.9655  -0.1533
S -2.0141 1.6102 -1.3554  1.0166
O -1.2558 2.6281 -0.2334  -0.7400
C -1.6716 2.5530 -2.8160  -0.3829
C -1.5705 3.9357 -2.7150  -0.0724
C -1.2709 4.6601 -3.8564  -0.0408
C -1.0818 4.0075 -5.0673  -0.0361
C -1.1923 2.6276 -5.1438  -0.0350
C -1.4894 1.8803 -4.0125  -0.0577
H -3.6690 3.1664 -0.7304  0.0792
H -4.0242 1.5054 -0.1206  0.0701
H -4.3130 1.8962 -1.8342  0.0887
H -1.7286 4.4465 -1.7758  0.1117
H -1.1942 5.7367 -3.7996  0.1205
H -0.8527 4.5790 -5.9550  0.1210
H -1.0497 2.1214 -6.0868  0.1205
H -1.5800 0.8072 -4.0723  0.1051



Number 3 is which compound?
C25H29BN8O3S8SbTc



Which of these has the highest E?
C25H29BN8O3S8SbTc



Which of these has the highest E?
C25H29BN8O3S8SbTc